Record 1
Below is a cluster of 2 separate species, C11H19N3 in total in a non-equilibrium geometry, with properties calculated with ωB97M-V/def2-TZVPD.

Values from the calculation:
Net charge: +2
HOMO (eV): -14.451
LUMO level (eV): -6.4
Multiplicity: 1
Gap between HOMO and LUMO (eV): 8.10

Atoms and positions in Å:
1 C -1.99 0.57 -2.61
2 C -0.69 -0.17 -2.56
3 C -2.09 1.48 -1.65
4 C -0.03 0.39 -1.32
5 C 2.31 -0.70 -0.69
6 C -0.86 1.53 -0.79
7 C 1.06 -0.07 -0.77
8 C 0.00 -0.01 2.87
9 C -3.58 0.38 1.74
10 C 3.41 -1.50 -1.25
11 C -1.23 -0.12 2.10
12 N 2.09 0.08 0.30
13 N 4.65 -1.31 -0.44
14 N -2.35 0.39 2.47
15 H -2.72 0.36 -3.37
16 H -0.09 0.03 -3.46
17 H -2.92 2.15 -1.50
18 H -0.33 2.48 -0.95
19 H -1.07 1.46 0.28
20 H -0.09 0.66 3.72
21 H 0.81 0.32 2.22
22 H 0.30 -1.00 3.24
23 H -3.94 1.40 1.61
24 H -3.46 -0.09 0.76
25 H -4.34 -0.17 2.30
26 H 3.59 -1.17 -2.28
27 H 3.14 -2.56 -1.28
28 H -1.23 -0.69 1.17
29 H 4.54 -1.69 0.51
30 H 4.87 -0.31 -0.35
31 H 5.46 -1.78 -0.88
32 H -2.39 0.90 3.36
33 H -0.83 -1.25 -2.52

Here is what Mulliken gives for the atomic charges, in e: -0.5226 -0.8851 -0.5129 -0.2592 0.4608 -0.5444 0.6634 -1.0415 -0.7784 -0.5556 0.1305 -0.7011 -0.2810 -0.0562 0.4936 0.3333 0.5320 0.3597 0.1702 0.3999 0.2603 0.3406 0.3299 0.3290 0.3319 0.3868 0.3457 0.5378 0.3654 0.3731 0.3746 0.2789 0.3405

Record 2
Below is an isolated molecule of C23H43BBr2FN3O11S in a non-equilibrium geometry, with properties calculated with ωB97M-V/def2-TZVPD.

Values from the calculation:
HOMO (eV): -9.576
LUMO level (eV): 0.3
Multiplicity: 1
Gap between HOMO and LUMO (eV): 9.89

Atoms and positions in Å:
1 C 1.21 -3.90 0.35
2 C 0.04 -3.02 -0.02
3 O 0.18 -1.67 0.38
4 C 1.06 -0.90 -0.42
5 O 2.20 -0.41 0.18
6 C 2.39 0.28 1.42
7 C 1.54 -0.19 2.61
8 N 0.57 0.74 3.19
9 C 2.46 1.79 1.05
10 C 1.87 2.93 1.90
11 C 2.64 4.21 1.60
12 N 3.23 4.87 2.72
13 O 2.71 4.65 0.45
14 C 3.87 -0.11 1.72
15 Br 4.04 -2.06 1.97
16 C 4.64 0.58 2.86
17 C 3.95 1.47 3.89
18 Br 6.10 1.67 2.05
19 C 0.24 0.09 -1.28
20 C -0.57 1.12 -0.50
21 C -1.34 0.71 0.75
22 C -2.72 0.07 0.56
23 C -3.78 1.04 0.11
24 O -5.03 0.37 -0.13
25 C -5.75 0.09 0.97
26 C -6.99 -0.69 0.66
27 O -5.45 0.42 2.10
28 C 1.19 0.88 -2.24
29 C 2.45 0.18 -2.74
30 C 2.22 -1.04 -3.62
31 N 2.96 -2.23 -3.29
32 O 1.51 -1.02 -4.60
33 O -0.51 -0.80 -2.13
34 C -1.81 -0.53 -2.48
35 B -2.59 -1.95 -2.71
36 O -2.74 -2.55 -3.93
37 O -3.05 -2.56 -1.56
38 C -4.45 -2.82 -1.62
39 S -1.98 0.48 -4.00
40 O -1.80 1.86 -3.72
41 O -1.39 -0.11 -5.14
42 F -3.55 0.27 -4.13
43 H 2.13 -3.62 -0.16
44 H 1.40 -3.75 1.41
45 H 0.98 -4.94 0.17
46 H -0.83 -3.39 0.52
47 H -0.22 -3.10 -1.08
48 H 1.43 -1.59 -1.18
49 H 1.06 -1.14 2.38
50 H 2.21 -0.46 3.42
51 H 0.10 1.32 2.51
52 H -0.15 0.21 3.65
53 H 2.00 1.87 0.07
54 H 3.50 2.04 0.84
55 H 1.85 2.79 2.97
56 H 0.86 3.16 1.58
57 H 4.23 4.70 2.74
58 H 3.13 5.87 2.60
59 H 4.38 0.05 0.79
60 H 5.20 -0.17 3.39
61 H 4.57 1.50 4.77
62 H 3.90 2.49 3.54
63 H 2.96 1.15 4.20
64 H 0.12 1.91 -0.21
65 H -1.26 1.63 -1.18
66 H -1.51 1.62 1.33
67 H -0.79 0.06 1.41
68 H -2.64 -0.79 -0.10
69 H -3.03 -0.34 1.52
70 H -3.90 1.85 0.83
71 H -3.51 1.51 -0.84
72 H -7.84 -0.14 1.04
73 H -7.11 -0.89 -0.40
74 H -6.95 -1.63 1.18
75 H 0.58 1.09 -3.12
76 H 1.45 1.85 -1.84
77 H 2.96 0.90 -3.38
78 H 3.16 -0.06 -1.97
79 H 2.43 -2.84 -2.68
80 H 3.85 -2.00 -2.87
81 H -2.44 0.02 -1.78
82 H -3.53 -2.27 -4.39
83 H -4.81 -3.03 -0.62
84 H -4.66 -3.69 -2.24
85 H -5.02 -1.98 -2.02

Here is what Mulliken gives for the atomic charges, in e: -1.4415 0.0591 0.0426 -0.6895 -0.1254 2.1884 -1.8403 -0.3625 -0.9336 -0.5563 -0.2742 -0.5326 -0.5764 -1.5263 -0.0831 -0.0088 -1.1299 -0.1557 0.6506 -1.3605 -0.3125 -0.7280 -1.1594 -0.2979 0.8862 -1.1411 -0.5744 -1.5360 -0.3655 0.1866 -0.6273 -0.4198 -0.4897 1.6759 0.8735 -0.5629 -0.2760 -0.9769 1.3689 -0.6416 -0.5991 -0.2641 0.2147 0.2746 0.5052 0.5788 0.0533 -0.1968 0.3891 0.7935 -0.1197 0.4307 -0.4862 1.0832 0.6121 0.6489 0.2161 0.3370 0.8069 0.7149 0.5068 0.1322 0.2395 1.1092 0.7827 1.1018 -0.6443 -0.2243 0.8901 0.4750 0.4246 0.3524 0.2639 0.2961 0.4317 0.5951 0.6472 0.0257 0.2572 0.3328 -1.5410 0.3368 0.2928 0.3579 0.3388

Record 3
Below is a cluster of 5 separate species, C6H18O4 in total in a non-equilibrium geometry, with properties calculated with ωB97M-V/def2-TZVPD.

Values from the calculation:
Net charge: -1
HOMO (spin up / spin down) (eV): 0.701 / -6.282
LUMO level (spin up / spin down) (eV): 3.2 / 3.0
Multiplicity: 2
Gap between HOMO and LUMO (spin up / spin down) (eV): 2.45 / 9.32

Atoms and positions in Å:
1 C 1.88 1.88 0.02
2 C 1.83 2.78 -0.95
3 C 1.73 0.39 -0.13
4 C 1.21 -0.25 1.16
5 C 0.35 -1.26 1.07
6 C -0.41 -1.77 2.26
7 H 1.94 2.21 1.06
8 H 1.93 3.85 -0.81
9 H 1.56 2.50 -1.97
10 H 2.74 -0.03 -0.27
11 H 1.16 0.14 -1.03
12 H 1.56 0.32 2.02
13 H 0.21 -1.72 0.11
14 H -0.27 -1.15 3.14
15 H -0.23 -2.85 2.37
16 H -1.47 -1.71 2.01
17 H 3.02 -2.20 -2.07
18 H 1.66 -2.42 -2.64
19 O 2.38 -2.90 -2.22
20 H -2.08 -1.31 -1.91
21 H -1.87 0.08 -2.53
22 O -1.71 -0.86 -2.67
23 H -3.30 1.00 0.02
24 H -4.52 0.08 0.03
25 O -3.79 0.36 -0.53
26 H -1.96 2.40 1.52
27 H -1.35 0.99 1.43
28 O -2.20 1.45 1.52

Here is what Mulliken gives for the atomic charges, in e: -0.4761 -0.6405 -0.3369 -0.7894 0.1848 -1.6856 0.1942 0.3472 0.3109 0.4028 -0.0276 0.4858 0.3816 0.4127 0.4368 0.3362 0.3289 0.3384 -0.7076 0.3299 0.3313 -0.7765 0.3309 0.3069 -0.9024 0.5371 -0.0673 -0.5867

Record 4
Below is a structure of composition C34H57N3O3PbSi in a non-equilibrium geometry, with properties calculated with ωB97M-V/def2-TZVPD.

Values from the calculation:
HOMO (eV): -7.152
LUMO level (eV): -0.1
Multiplicity: 1
Gap between HOMO and LUMO (eV): 7.10

Atoms and positions in Å:
1 O 0.70 -3.04 0.11
2 O -1.65 -2.48 -4.42
3 C 1.78 -2.74 -0.82
4 C 3.01 -3.57 -0.50
5 H 2.03 -1.67 -0.74
6 H 1.42 -2.91 -1.84
7 H 3.55 -3.18 0.38
8 H 3.71 -3.52 -1.35
9 H 2.77 -4.62 -0.32
10 C -0.47 -3.73 -0.41
11 C -0.23 -4.65 -1.60
12 H -1.21 -2.96 -0.70
13 H -0.88 -4.29 0.44
14 H -0.33 -4.09 -2.54
15 H -1.01 -5.42 -1.60
16 H 0.74 -5.17 -1.56
17 C -2.82 -2.00 -3.75
18 C -1.01 -1.51 -5.25
19 C -3.68 -3.20 -3.41
20 H -3.39 -1.28 -4.38
21 H -2.49 -1.47 -2.84
22 H -3.95 -3.74 -4.32
23 H -4.60 -2.89 -2.91
24 H -3.13 -3.88 -2.75
25 C -0.88 -2.06 -6.67
26 H -0.01 -1.35 -4.81
27 H -1.55 -0.55 -5.27
28 H -0.39 -3.03 -6.67
29 H -0.30 -1.37 -7.29
30 H -1.87 -2.16 -7.12
31 H 1.73 1.23 -2.28
32 N 1.70 0.82 2.43
33 C 1.64 2.13 2.60
34 C 0.52 2.92 2.29
35 C -0.80 2.49 2.12
36 C 2.85 2.87 3.14
37 H 3.68 2.85 2.43
38 H 3.19 2.45 4.09
39 H 2.56 3.91 3.31
40 C -1.84 3.58 1.97
41 H -2.36 3.75 2.92
42 H -2.58 3.33 1.20
43 H -1.33 4.51 1.69
44 N -1.16 1.21 2.15
45 C 2.92 0.11 2.61
46 C 3.82 -0.03 1.52
47 C 3.60 0.67 0.22
48 C 4.95 -0.83 1.68
49 H 5.64 -0.94 0.84
50 C 5.20 -1.46 2.90
51 H 6.09 -2.09 3.02
52 C 4.34 -1.28 3.99
53 H 4.54 -1.74 4.95
54 C 3.20 -0.48 3.86
55 C 2.29 -0.29 5.03
56 C -2.51 0.86 2.41
57 C -3.35 0.50 1.33
58 C -2.92 0.68 -0.09
59 C -4.64 0.04 1.61
60 H -5.29 -0.24 0.78
61 C -5.10 -0.03 2.93
62 H -6.10 -0.40 3.14
63 C -4.29 0.39 3.98
64 H -4.64 0.37 5.01
65 C -3.00 0.87 3.74
66 C -2.17 1.40 4.85
67 Pb 0.14 -1.06 1.51
68 H 3.42 -0.05 -0.60
69 H 4.50 1.24 -0.06
70 H 2.75 1.37 0.23
71 H 1.66 0.60 4.94
72 H 2.89 -0.18 5.95
73 H 1.63 -1.16 5.17
74 H -3.29 -0.14 -0.71
75 H -1.83 0.73 -0.21
76 H -3.33 1.61 -0.51
77 H -1.13 1.03 4.82
78 H -2.59 1.07 5.81
79 H -2.14 2.50 4.86
80 H 0.68 3.99 2.29
81 C 0.85 1.20 -2.90
82 Si 0.34 2.99 -3.24
83 H 1.11 0.71 -3.84
84 H 0.09 0.59 -2.40
85 C 1.50 3.51 -4.63
86 C 0.69 3.95 -1.66
87 C -1.49 3.12 -3.66
88 H -1.89 2.16 -4.01
89 H -1.68 3.86 -4.44
90 H -2.06 3.42 -2.77
91 H 2.54 3.29 -4.35
92 H 1.43 4.58 -4.87
93 H 1.29 2.95 -5.55
94 H 1.44 3.43 -1.05
95 H -0.22 4.06 -1.05
96 H 1.07 4.96 -1.89
97 O -1.49 -1.80 5.45
98 C -0.88 -1.99 4.44
99 N -0.25 -2.17 3.42

Here is what Mulliken gives for the atomic charges, in e: -0.2587 -0.3464 0.8291 -1.3127 -0.7172 0.3492 0.2256 0.3913 0.3228 0.0281 -1.1737 0.0686 0.3389 0.2349 0.3881 0.2942 0.0796 0.3101 -1.2203 0.4732 -0.0334 0.3296 0.4083 0.1661 -1.3883 0.1069 0.0943 0.3039 0.4077 0.3101 -0.0099 0.7260 0.5179 -1.1887 0.6863 -1.6533 0.2723 0.2602 0.4898 -1.6121 0.2132 0.2563 0.4894 0.7865 -0.7695 1.6677 -1.5363 -0.8242 0.4635 -0.8097 0.4017 -0.7929 0.4738 1.3535 -1.7330 -0.6398 1.6634 -1.5597 -0.8128 0.4606 -0.7946 0.3911 -0.9241 0.3949 0.8142 -1.2206 1.2312 0.3751 0.4541 -0.0627 0.1742 0.5040 0.2629 0.3080 0.1016 0.3250 -0.0763 0.4445 0.2892 0.2962 -0.4597 0.4708 0.2806 0.1085 -1.0906 -0.7332 -0.9512 0.1957 0.3543 0.2898 0.3195 0.3183 0.2799 0.0498 0.1110 0.4388 -0.6095 0.9409 -0.8521

Record 5
Below is an isolated molecule of C4H8O2, with properties calculated with ωB97M-V/def2-TZVPD.

Values from the calculation:
HOMO (eV): -9.767
LUMO level (eV): 1.0
Multiplicity: 1
Gap between HOMO and LUMO (eV): 10.78

Atoms and positions in Å:
1 C 0.19 0.00 -2.12
2 C -0.18 -0.43 -0.71
3 O 0.87 -0.05 0.16
4 C 0.53 -0.21 1.51
5 C -0.54 0.79 1.91
6 O -1.51 0.54 2.58
7 H 1.03 -0.58 -2.50
8 H 0.48 1.06 -2.11
9 H -0.66 -0.12 -2.79
10 H -1.12 0.05 -0.41
11 H -0.34 -1.52 -0.66
12 H 1.43 0.00 2.09
13 H 0.17 -1.23 1.75
14 H -0.37 1.82 1.50

Here is what Mulliken gives for the atomic charges, in e: -1.1970 -0.2064 -0.3497 -0.3725 0.0640 -0.4691 0.2920 0.2990 0.3661 0.3262 0.2946 0.3046 0.2897 0.3585

Record 6
Below is an isolated molecule of C14H15NO7S, with properties calculated with ωB97M-V/def2-TZVPD.

Values from the calculation:
HOMO (eV): -9.021
LUMO level (eV): 0.2
Multiplicity: 1
Gap between HOMO and LUMO (eV): 9.17

Atoms and positions in Å:
1 C -5.76 -2.30 0.11
2 O -4.47 -1.70 0.06
3 C -4.45 -0.36 0.04
4 O -5.44 0.32 0.06
5 C -3.07 0.18 0.00
6 C -2.90 1.57 0.00
7 C -1.63 2.10 -0.02
8 C -0.50 1.27 -0.04
9 C 0.83 1.93 0.13
10 O 1.52 1.77 1.11
11 O 1.04 2.86 -0.80
12 C 2.30 3.52 -0.74
13 C -0.67 -0.11 -0.09
14 N 0.39 -1.02 -0.22
15 C 1.60 -0.78 -0.79
16 O 1.97 0.31 -1.16
17 C 2.42 -2.04 -1.00
18 S 4.21 -1.69 -1.08
19 C 4.59 -1.58 0.71
20 C 3.55 -0.68 1.33
21 O 2.50 -1.11 1.74
22 O 3.88 0.59 1.30
23 C -1.96 -0.65 -0.05
24 H -6.32 -1.93 0.98
25 H -5.60 -3.37 0.19
26 H -6.32 -2.05 -0.79
27 H -3.77 2.20 0.02
28 H -1.49 3.17 0.01
29 H 3.10 2.81 -0.94
30 H 2.27 4.29 -1.50
31 H 2.45 3.97 0.25
32 H 0.18 -1.97 0.05
33 H 2.17 -2.46 -1.98
34 H 2.24 -2.78 -0.22
35 H 4.56 -2.58 1.14
36 H 5.59 -1.15 0.77
37 H 3.10 1.15 1.48
38 H -2.10 -1.72 -0.07

Here is what Mulliken gives for the atomic charges, in e: -0.6645 -0.3018 0.5835 -0.6053 0.0752 -1.0114 -0.8472 1.1111 0.3930 -0.7539 -0.3650 -0.6699 0.2817 0.1139 0.2795 -0.5714 -0.7548 -0.1183 -0.6456 0.6730 -0.5485 -0.5013 -0.5325 0.2917 0.2289 0.2997 0.4668 0.4699 0.2462 0.2796 0.3011 0.2634 0.4447 0.3984 0.3251 0.3592 0.5168 0.4887